Record 1
Formula: C16H17F4O6
Source: the OMol25 dataset
Level of theory: ωB97M-V/def2-TZVPD

Output
- Total charge: -1
- LUMO level: 2.342 eV
- HOMO level: -4.729 eV
- HOMO-LUMO gap: 7.07 eV
- Relative energy (zero: lowest compared OMol25 entry of this formula, charge and spin): 0.00 kJ/mol

Each line ends with the Löwdin charge.
Geometry (Å):
F  -2.605  -0.627  2.245  0.1276
C  -1.435  -1.098  1.775  -0.1002
C  -1.271  -2.406  1.493  -0.1379
F  -2.346  -3.219  1.498  0.0846
C  0.056  -3.078  1.364  -0.2394
O  0.189  -4.286  1.061  0.0704
C  1.153  -2.174  1.798  -0.1284
F  2.328  -2.751  2.109  0.0927
C  1.004  -0.850  1.953  -0.1109
F  1.984  -0.124  2.520  0.1196
C  -0.295  -0.126  1.913  -0.3908
O  -0.425  0.893  2.653  -0.0478
C  4.193  1.084  0.130  -0.0748
C  3.015  1.980  0.295  -0.2224
O  1.923  1.071  0.101  -0.0139
C  0.735  1.666  0.172  -0.4152
C  -0.395  0.685  0.160  -0.0741
C  -1.742  1.372  -0.129  -0.3577
C  -1.798  2.084  -1.477  -0.0532
C  -2.080  2.398  0.948  -0.0699
C  -0.174  -0.515  -0.736  -0.4214
O  0.869  -1.098  -0.996  0.0998
O  -1.391  -0.944  -1.190  -0.0583
C  -1.431  -2.196  -1.929  -0.1965
C  -0.681  -2.104  -3.228  -0.0794
O  0.671  2.896  0.274  0.0732
H  5.134  1.618  0.170  0.0672
H  4.222  0.312  0.904  0.0788
H  4.117  0.587  -0.842  0.0856
H  2.974  2.406  1.302  0.1329
H  2.973  2.791  -0.437  0.1235
H  -2.513  0.594  -0.107  0.1292
H  -1.700  1.379  -2.313  0.0748
H  -2.769  2.575  -1.570  0.0742
H  -1.055  2.886  -1.456  0.0784
H  -1.971  1.942  1.937  0.0651
H  -1.393  3.242  0.840  0.0727
H  -3.104  2.754  0.804  0.0737
H  -0.990  -2.982  -1.309  0.1145
H  -2.503  -2.387  -2.072  0.1266
H  -0.793  -3.042  -3.779  0.0757
H  -1.063  -1.276  -3.836  0.0792
H  0.382  -1.933  -3.012  0.0721

---

Record 2
Formula: C16H17F6IN2OSn
Source: the OMol25 dataset
Level of theory: ωB97M-V/def2-TZVPD

Output
- Total charge: +2
- LUMO level: -10.252 eV
- HOMO level: -15.939 eV
- HOMO-LUMO gap: 5.69 eV
- Relative energy (zero: lowest compared OMol25 entry of this formula, charge and spin): 33.67 kJ/mol

Each line ends with the Löwdin charge.
Geometry (Å):
C  -3.820  0.522  0.519  -0.2250
C  -2.615  1.616  0.436  -0.1906
H  -4.122  0.077  -0.432  0.0565
H  -4.700  1.117  0.800  0.1136
H  -3.749  -0.218  1.321  0.0117
H  -2.149  1.820  -0.552  0.0594
H  -3.183  2.559  0.504  0.1387
H  -1.945  1.697  1.303  0.0620
C  -0.445  -2.783  -2.058  -0.1284
C  0.323  -3.512  -2.949  0.0101
C  1.428  -2.899  -3.546  0.0298
C  1.698  -1.579  -3.206  0.0393
H  -1.302  -3.236  -1.544  -0.0039
H  0.045  -4.540  -3.159  0.1345
H  2.056  -3.427  -4.254  0.1391
H  2.533  -1.046  -3.651  0.1238
N  -0.192  -1.500  -1.734  -0.0168
C  0.892  -0.888  -2.297  -0.1679
C  1.153  0.508  -1.913  -0.1808
N  0.185  1.153  -1.211  0.0427
C  0.397  2.426  -0.839  -0.0982
C  2.562  2.475  -1.878  0.0199
C  1.560  3.125  -1.159  0.0029
H  -0.387  2.911  -0.258  0.1183
H  1.656  4.149  -0.822  0.1323
C  2.362  1.148  -2.242  0.0457
H  3.121  0.579  -2.769  0.1229
H  3.486  2.984  -2.141  0.1392
Sn  -1.594  -0.392  -0.258  1.1953
I  -2.924  -2.796  0.498  0.7023
C  -0.447  0.889  3.149  0.0227
C  0.313  -0.203  2.438  -0.3931
O  -0.161  -0.560  1.173  -0.2832
C  1.807  0.265  2.221  -0.4749
F  2.456  0.523  3.394  0.1641
F  2.553  -0.606  1.505  0.1607
F  1.802  1.445  1.513  0.1142
C  0.324  -1.506  3.317  -0.4942
F  0.747  -1.263  4.599  0.1520
F  -0.945  -1.992  3.405  0.1090
F  1.097  -2.488  2.806  0.1685
H  -0.374  1.819  2.576  0.0937
H  -0.005  1.040  4.140  0.1233
H  -1.495  0.586  3.256  0.1089

---

Record 3
Formula: C16H17IN2O4Ti
Source: the OMol25 dataset
Level of theory: ωB97M-V/def2-TZVPD

Output
- Total charge: 0
- LUMO level (alpha / beta): -0.765 / -0.758 eV
- HOMO level (alpha / beta): -5.884 / -5.887 eV
- HOMO-LUMO gap (alpha / beta): 5.12 / 5.13 eV
- Relative energy (zero: lowest compared OMol25 entry of this formula, charge and spin): 26.99 kJ/mol

Each line ends with the Löwdin charge.
Geometry (Å):
Ti  0.290  0.166  0.310  0.9973
O  0.412  -1.055  -3.611  0.0944
C  0.555  -0.349  -2.469  -0.4778
O  0.080  -0.863  -1.357  -0.1742
C  1.166  0.869  -2.361  -0.2072
C  1.857  1.677  -3.319  -0.0118
C  2.497  2.799  -2.914  -0.0778
C  2.535  3.139  -1.514  -0.0017
C  1.861  2.362  -0.641  -0.2057
N  1.106  1.287  -1.030  -0.0412
C  1.896  2.454  0.858  -0.5393
O  2.339  3.385  1.482  0.1070
O  1.374  1.353  1.395  -0.1810
H  -0.076  -1.856  -3.385  0.1148
H  1.861  1.362  -4.354  0.1157
H  3.022  3.419  -3.628  0.0969
H  3.113  3.974  -1.144  0.1170
I  3.258  -1.470  0.356  1.0949
C  1.807  -2.179  1.674  -0.7292
C  2.102  -3.203  2.558  -0.1090
C  1.092  -3.676  3.376  -0.0378
C  -0.175  -3.120  3.285  -0.0314
C  -0.378  -2.102  2.380  -0.0868
N  0.594  -1.636  1.584  -0.0618
H  3.098  -3.616  2.598  0.1013
H  1.294  -4.477  4.075  0.1191
H  -0.988  -3.469  3.905  0.1158
H  -1.344  -1.628  2.263  0.1012
C  -3.379  -0.581  0.639  -0.1010
C  -2.892  0.768  0.115  -0.5043
C  -2.872  0.765  -1.412  -0.0807
C  -1.536  1.148  0.713  -0.2115
H  -4.387  -0.807  0.285  0.0775
H  -3.394  -0.602  1.733  0.0690
H  -2.723  -1.383  0.280  0.0732
H  -3.622  1.528  0.422  0.1261
H  -2.229  -0.032  -1.784  0.0605
H  -2.487  1.712  -1.797  0.0844
H  -3.877  0.618  -1.816  0.0774
H  -1.572  1.143  1.815  0.0631
H  -1.279  2.177  0.435  0.0642

---

Record 4
Formula: C16H17N
Source: the OMol25 dataset
Level of theory: ωB97M-V/def2-TZVPD

Output
- Total charge: 0
- LUMO level: 0.841 eV
- HOMO level: -7.700 eV
- HOMO-LUMO gap: 8.54 eV
- Relative energy (zero: lowest compared OMol25 entry of this formula, charge and spin): 66.05 kJ/mol

Each line ends with the Löwdin charge.
Geometry (Å):
C  -0.461  4.852  -2.413  -0.0554
C  -0.114  3.499  -1.935  -0.2484
C  0.404  2.482  -2.683  -0.0536
N  0.492  1.334  -1.901  0.0727
C  0.068  1.621  -0.640  -0.2160
C  0.066  0.763  0.477  -0.0131
C  -0.202  1.400  1.670  -0.0989
C  -0.493  2.788  1.793  -0.1023
C  -0.580  3.565  0.676  -0.0324
C  -0.310  2.984  -0.600  -0.1191
H  0.356  5.581  -2.435  0.0800
H  -1.120  5.281  -1.649  0.0715
H  -0.989  4.810  -3.362  0.0781
H  0.904  2.571  -3.634  0.1191
H  0.900  0.486  -2.237  0.1449
H  0.214  -0.303  0.487  0.0804
H  -0.207  0.752  2.541  0.0940
H  -0.779  3.098  2.787  0.0934
H  -0.916  4.594  0.686  0.1020
C  1.426  -4.370  2.414  -0.0544
C  0.661  -3.640  1.316  -0.2688
C  -0.467  -2.926  1.664  -0.0601
C  -1.257  -2.366  0.650  -0.1144
C  -0.987  -2.657  -0.664  -0.1136
C  0.138  -3.395  -1.010  -0.0927
C  0.944  -3.961  -0.029  -0.0448
H  1.981  -5.206  1.987  0.0713
H  0.738  -4.811  3.129  0.0722
H  2.026  -3.701  3.028  0.0770
H  -0.746  -2.669  2.678  0.1140
H  -2.185  -1.899  0.962  0.1095
H  -1.636  -2.302  -1.456  0.1042
H  0.459  -3.534  -2.037  0.0998
H  1.671  -4.721  -0.262  0.1037

---

> The lowest total charge belongs to which entry?

C16H17F4O6

---

> Which value of relative energy (zero: lowest compared OMol25 entry of this formula, charge and spin) does entry 4 give?

66.05 kJ/mol